Record 1
DFT (ωB97M-V/def2-TZVPD) results for the molecule C17H12Cl2N2OS in a non-equilibrium geometry.

Calculated values
E_HOMO, hartree: -0.304
Calculated total energy, a.u.: -2158.26480
SMILES: O=C1CCCc2nn(-c3cccs3)c(-c3ccc(Cl)c(Cl)c3)c21
M, g/mol: 363.27
Energy above the lowest of the compared OMol25 structures with the same formula, charge and spin, kcal/mol: 32.2
Gap between HOMO and LUMO, eV: 8.141

Element x y z (Å)
O (0.037, 1.420, 2.776)
Cl (5.593, 1.210, -0.057)
Cl (4.818, -1.295, 2.114)
N (-2.030, -1.841, 0.107)
S (-0.983, -4.111, -1.436)
C (-1.053, 0.867, 2.501)
C (-2.228, -0.775, 0.938)
C (0.249, -4.618, -2.586)
C (1.240, -3.768, -2.566)
C (1.109, -2.591, -1.759)
C (-1.050, -0.082, 1.415)
C (-0.145, -2.605, -1.056)
C (-0.099, -0.601, 0.600)
C (3.085, 0.944, -0.630)
C (1.728, 0.508, -0.487)
C (2.328, -0.760, 1.423)
C (4.039, 0.496, 0.214)
C (3.676, -0.390, 1.157)
C (1.343, -0.315, 0.575)
N (-0.697, -1.666, -0.170)
C (-2.343, 1.146, 3.192)
C (-3.593, -0.346, 1.362)
C (-3.526, 0.151, 2.884)
H (0.126, -5.404, -3.217)
H (2.189, -3.846, -2.999)
H (1.915, -1.843, -1.664)
H (3.271, 1.703, -1.426)
H (1.093, 1.016, -1.192)
H (2.078, -1.551, 2.054)
H (-2.131, 1.012, 4.225)
H (-2.633, 2.193, 3.039)
H (-3.822, 0.515, 0.681)
H (-4.421, -1.125, 1.297)
H (-3.435, -0.715, 3.503)
H (-4.508, 0.519, 3.161)

Cartesian forces, eV/Å:
-2.5489 -0.7967 0.1068
0.4195 -0.5360 0.5070
0.3152 0.4376 -0.0868
0.8592 4.1680 1.5648
0.1264 0.7234 -0.4278
3.2959 1.4589 -0.4564
-1.4745 -2.2683 0.3237
-2.0281 1.2732 2.4344
1.9615 2.8474 0.9628
-2.3026 -0.0839 1.7001
-2.4454 -1.7500 -2.0639
3.0005 -0.6866 -1.7685
0.6903 -3.0412 -0.5541
-3.5400 0.6236 -1.4895
2.5479 1.4262 -0.0103
1.0206 0.7145 -2.0693
1.2092 1.2707 -0.9512
-1.1434 -2.4607 2.6977
-0.1397 1.1664 -1.9514
0.9875 0.6673 1.0141
-1.5225 -0.5607 -0.2709
-0.6924 0.4283 1.2012
0.3770 0.2870 -1.9006
-0.4549 -2.3565 -1.2710
0.9522 -0.5861 -1.2865
-0.8079 -0.4434 -0.0447
0.1394 -0.8598 0.8580
-0.7836 -0.4432 0.0580
0.0548 -0.8932 1.4700
0.2347 0.3073 1.0901
0.1630 -0.2138 -0.0804
-0.2778 -0.6003 0.6495
1.3142 0.8971 -0.2603
0.4583 -0.7762 0.3252
0.0343 0.6597 -0.0198

---

Record 2
DFT (ωB97M-V/def2-TZVPD) results for a cluster of 2 separate species, C6H10ClN2O2 in total in a non-equilibrium geometry.

Calculated values
E_HOMO, hartree: -0.523
Calculated total energy, a.u.: -954.43179
M, g/mol: 177.61
Total charge: +1
Energy above the lowest of the compared OMol25 structures with the same formula, charge and spin, kcal/mol: 71.4
Gap between HOMO and LUMO, eV: 8.347

Element x y z (Å)
C (-1.582, 1.249, -0.815)
C (-2.394, 0.439, 1.149)
C (-0.239, 0.528, -0.642)
C (-0.163, 0.083, 0.831)
C (0.009, -0.842, -2.646)
C (1.166, -0.132, 2.758)
N (-2.536, 1.239, 0.071)
N (-1.296, -0.182, 1.455)
O (-0.717, -0.620, -1.415)
O (0.987, 0.229, 1.360)
Cl (3.070, -1.101, -0.303)
H (-1.819, 1.630, -1.800)
H (-3.361, 0.379, 1.680)
H (0.607, 1.155, -0.814)
H (-0.350, 0.034, -3.152)
H (-0.293, -1.793, -3.145)
H (1.152, -0.777, -2.556)
H (1.294, -1.206, 2.751)
H (0.474, 0.339, 3.512)
H (2.077, 0.379, 3.024)
H (3.914, -1.031, -1.302)

Cartesian forces, eV/Å:
-0.5736 -0.0356 1.5639
-0.4991 0.1951 -0.4221
-2.6700 -1.4496 1.2013
-1.3425 1.3075 -1.6956
1.0357 0.6197 -0.3312
0.4237 1.1246 1.2875
0.6267 0.9299 -2.0341
1.1431 -0.6547 1.6905
1.8003 -0.0740 1.1052
-1.0384 -0.2957 0.4156
0.5944 0.0575 -0.7665
0.1373 0.0784 -0.1486
0.9837 -0.6760 0.3014
0.9560 -0.2108 -1.1757
0.3975 0.0417 -1.6315
0.0027 0.8321 0.7590
-1.7442 -0.2860 0.2668
-0.2682 -0.1170 0.5206
-0.1691 -0.9841 -1.3623
0.6738 -0.3019 -0.1983
-0.4697 -0.1009 0.6540

---

Record 3
DFT (ωB97M-V/def2-TZVPD) results for the molecule C10H16N3P in a non-equilibrium geometry.

Calculated values
E_HOMO (alpha / beta), hartree: -0.287 / -0.279
Calculated total energy, a.u.: -895.88651
M, g/mol: 209.23
Energy above the lowest of the compared OMol25 structures with the same formula, charge and spin, kcal/mol: 162.7
Gap between HOMO and LUMO (alpha / beta), eV: 7.076 / 6.948

Element x y z (Å)
C (3.169, -1.278, -0.041)
C (4.524, 0.618, 0.924)
C (1.896, -0.846, 0.220)
C (1.685, 0.548, 0.399)
C (-0.310, -1.072, 0.552)
C (4.376, -0.476, -0.092)
C (-1.589, -2.961, -0.102)
C (-2.684, -1.151, 1.196)
C (-1.170, 3.138, 0.565)
C (-0.342, 1.684, -1.235)
N (0.742, -1.651, 0.114)
N (-1.499, -1.643, 0.544)
N (-0.929, 1.740, 0.153)
P (0.048, 0.667, 1.181)
H (3.144, -2.267, -0.270)
H (5.179, 1.386, 0.627)
H (5.234, -1.043, 0.037)
H (4.268, -0.059, -1.046)
H (-0.660, -3.325, 0.004)
H (-2.225, -3.507, 0.428)
H (-1.978, -2.954, -1.105)
H (-2.512, -0.057, 1.117)
H (-3.502, -1.304, 0.626)
H (-2.829, -1.716, 2.155)
H (-0.904, 3.160, 1.582)
H (-0.488, 3.784, -0.002)
H (-2.146, 3.338, 0.554)
H (0.491, 2.258, -1.251)
H (-0.112, 0.568, -1.476)
H (-1.155, 1.875, -1.870)

Cartesian forces, eV/Å:
-2.0710 0.8641 1.0226
-1.8531 -1.8014 0.7815
0.3051 1.4693 -0.4807
-0.1057 0.6392 0.9815
0.1417 1.8969 0.2281
-1.8557 1.9281 1.9478
-0.3681 3.5845 -0.8798
3.1040 1.1057 1.4945
4.1436 -2.1472 -0.1811
-2.8385 -4.5523 1.5538
1.2762 -1.1848 -0.1147
-1.1948 -1.7325 -1.2741
1.5423 -1.6071 -0.4612
0.0448 0.8972 -0.3399
0.7630 -3.0749 -0.6691
0.9492 1.2171 -0.9441
2.0351 -1.2840 -0.1925
0.7148 0.8032 -2.0436
3.1669 -1.8483 -0.3692
-2.8355 -2.5286 2.4869
0.2352 0.3951 -0.6725
-0.6281 -0.3730 1.4049
-2.7077 -0.8081 -2.1030
0.0932 1.2444 -0.3499
0.5536 0.5427 1.5137
-0.5697 0.2808 0.1650
-3.8924 1.2084 -0.8134
2.5539 1.8755 -0.7173
-0.0218 1.9132 0.4099
-0.6805 1.0769 -1.3842

---

Record 4
DFT (ωB97M-V/def2-TZVPD) results for a structure of composition C15H32AlBrFO9S.

Calculated values
E_HOMO, hartree: -0.159
Calculated total energy, a.u.: -4582.56834
M, g/mol: 514.36
Total charge: -1
Gap between HOMO and LUMO, eV: 6.344

Element x y z (Å)
C (-0.090, 2.640, 2.161)
C (-1.431, 2.859, 1.452)
S (-2.126, 4.463, 1.908)
C (-3.810, 4.297, 1.243)
Al (-4.977, 2.912, 2.129)
Br (-7.045, 4.113, 2.593)
C (-5.558, 1.389, 0.935)
C (-4.993, 0.038, 1.291)
C (-5.325, -1.103, 0.347)
F (-3.565, 0.097, 1.323)
H (0.610, 2.092, 1.523)
H (-0.223, 2.064, 3.077)
H (0.379, 3.593, 2.421)
H (-2.149, 2.085, 1.731)
H (-1.307, 2.816, 0.365)
H (-4.266, 5.276, 1.429)
H (-3.735, 4.205, 0.152)
H (-4.434, 2.379, 3.541)
H (-6.647, 1.319, 1.069)
H (-5.395, 1.585, -0.135)
H (-5.293, -0.224, 2.312)
H (-4.670, -1.956, 0.540)
H (-5.193, -0.795, -0.694)
H (-6.356, -1.440, 0.481)
C (-1.860, -2.349, -4.837)
O (-1.156, -2.338, -3.594)
C (-1.936, -2.541, -2.526)
O (-3.121, -2.747, -2.561)
O (-1.177, -2.487, -1.440)
C (-1.898, -2.613, -0.203)
H (-1.109, -2.170, -5.601)
H (-2.342, -3.313, -4.997)
H (-2.615, -1.565, -4.857)
H (-2.431, -3.562, -0.172)
H (-2.597, -1.789, -0.081)
H (-1.146, -2.574, 0.579)
C (4.305, 0.089, 4.890)
O (3.218, 0.011, 3.965)
C (3.580, -0.181, 2.699)
O (4.717, -0.305, 2.311)
O (2.489, -0.213, 1.950)
C (2.717, -0.399, 0.545)
H (3.848, 0.246, 5.862)
H (4.880, -0.836, 4.885)
H (4.960, 0.922, 4.640)
H (3.206, -1.354, 0.358)
H (3.332, 0.406, 0.149)
H (1.736, -0.384, 0.084)
C (6.355, -0.835, -0.722)
O (5.283, -0.880, -1.677)
C (5.665, -1.058, -2.936)
O (6.797, -1.185, -3.325)
O (4.575, -1.074, -3.705)
C (4.838, -1.257, -5.098)
H (5.883, -0.684, 0.243)
H (6.910, -1.771, -0.738)
H (7.029, -0.012, -0.954)
H (5.338, -2.208, -5.271)
H (5.460, -0.449, -5.479)
H (3.866, -1.247, -5.581)

Cartesian forces, eV/Å:
-0.0455 -0.0560 -0.0757
-0.0219 -0.0693 0.0430
0.0120 0.0240 -0.0268
0.0511 0.0620 -0.0165
-0.0556 0.0181 -0.0361
0.0219 -0.0179 -0.0357
-0.0675 -0.0861 -0.0162
-0.1384 0.0200 0.0178
0.0261 -0.0937 -0.0576
0.0008 0.0495 -0.0436
-0.0466 -0.0147 0.0633
0.0191 0.1096 0.0021
0.0033 -0.0444 -0.0295
0.0738 0.0047 -0.0513
-0.0344 0.0401 0.0714
0.0038 -0.0828 0.0153
-0.0288 -0.0122 0.0604
0.0443 -0.0145 0.0070
0.0704 0.0256 -0.0244
0.0256 -0.0017 0.0751
0.1203 -0.0189 -0.0281
-0.1157 -0.0126 0.0181
0.0174 -0.0255 0.0658
0.0157 0.1396 -0.0064
0.0159 0.0019 -0.0179
-0.0004 0.0011 -0.0208
0.0525 -0.0027 0.0396
-0.0444 -0.0057 -0.0111
0.0307 0.0203 -0.0275
-0.0178 0.0369 0.0948
0.0024 0.0010 0.0067
-0.0097 0.0039 0.0058
-0.0075 -0.0080 0.0061
-0.0120 0.0076 -0.0176
0.0447 0.0051 -0.0227
0.0239 -0.0021 -0.0201
-0.0041 0.0030 0.0246
-0.0146 0.0034 0.0375
-0.0388 0.0034 -0.0332
0.0469 -0.0036 -0.0495
-0.0073 -0.0294 -0.0407
-0.0008 0.0106 -0.0147
-0.0061 0.0002 -0.0060
0.0056 0.0051 -0.0107
0.0048 -0.0085 -0.0092
0.0218 0.0059 0.0172
0.0143 -0.0077 0.0095
-0.0263 0.0064 0.0252
0.0157 0.0020 0.0143
-0.0180 0.0084 0.0514
-0.0431 -0.0036 -0.0303
0.0349 -0.0024 -0.0042
0.0104 0.0029 0.0151
-0.0245 -0.0017 -0.0267
-0.0291 0.0069 0.0269
0.0047 0.0102 -0.0137
0.0035 -0.0140 -0.0108
0.0101 0.0058 0.0041
0.0100 -0.0059 0.0058
0.0002 0.0005 0.0116

---

Record 5
DFT (ωB97M-V/def2-TZVPD) results for the molecule C5H8N2 in a non-equilibrium geometry.

Calculated values
E_HOMO, hartree: -0.334
Calculated total energy, a.u.: -304.71508
SMILES: C1=N[C@H]2CC[C@H]2N1
M, g/mol: 96.13
Energy above the lowest of the compared OMol25 structures with the same formula, charge and spin, kcal/mol: 75.6
Gap between HOMO and LUMO, eV: 9.959

Element x y z (Å)
C (-0.780, -1.593, 0.351)
C (-1.604, -0.251, 0.539)
C (-0.355, 0.523, 0.685)
C (0.875, 1.170, -0.961)
C (0.494, -0.761, 0.318)
H (-0.567, -2.252, 1.321)
H (-1.012, -2.186, -0.523)
H (-2.191, 0.025, -0.410)
H (-2.229, -0.469, 1.506)
H (-0.113, 0.796, 1.667)
H (1.103, 1.753, -1.818)
H (2.343, -0.564, -0.912)
H (1.435, -1.104, 0.985)
N (0.126, 1.678, -0.076)
N (1.225, -0.325, -0.983)

Cartesian forces, eV/Å:
1.0899 -0.4734 1.4240
-2.8619 -2.3003 -0.0443
3.4952 -0.1526 1.5937
0.7121 -2.0006 -0.3785
3.9319 0.9969 -0.3994
-1.4260 1.1957 -2.0368
0.0110 -0.3470 -0.0242
0.4954 -0.4896 1.6805
0.6287 1.4390 -1.9666
-0.3351 0.2242 1.8736
1.0795 0.3936 -0.6015
-3.8388 1.2624 -0.3355
-2.5948 0.6623 -0.8590
-1.0806 -1.7893 -1.3958
0.6936 1.3788 1.4696

---

Record 6
DFT (ωB97M-V/def2-TZVPD) results for the molecule C4H7N3 in a non-equilibrium geometry.

Calculated values
E_HOMO, hartree: -0.261
Calculated total energy, a.u.: -320.86597
SMILES: Nc1c[nH]c(N)c1
M, g/mol: 97.12
Energy above the lowest of the compared OMol25 structures with the same formula, charge and spin, kcal/mol: 10.9
Gap between HOMO and LUMO, eV: 8.194

Element x y z (Å)
N (1.625, -0.181, 1.922)
C (0.696, -0.102, 0.856)
C (0.530, 0.788, -0.186)
C (-0.581, 0.304, -0.912)
N (-1.359, 0.915, -1.885)
C (-1.004, -0.883, -0.354)
N (-0.238, -1.075, 0.766)
H (2.512, 0.217, 1.654)
H (1.299, 0.324, 2.732)
H (1.090, 1.696, -0.346)
H (-2.020, 0.203, -2.125)
H (-0.877, 1.429, -2.618)
H (-1.442, -1.740, -0.847)
H (-0.232, -1.895, 1.342)

Cartesian forces, eV/Å:
-0.0429 0.0851 -0.0718
0.2676 -0.1205 0.3293
-0.1571 0.0428 0.3935
-0.2243 -0.2240 0.1806
0.5098 0.5057 -0.0825
0.2819 -0.1757 -0.2121
0.7042 -0.2416 0.1235
0.1167 0.0240 -0.0507
-0.0438 0.0823 0.1864
-0.0931 -0.0069 0.0569
-0.5291 0.3423 -1.1302
-0.3413 -0.5638 0.0231
-0.5656 0.3223 0.2262
0.1171 -0.0720 0.0279

---

Record 7
DFT (ωB97M-V/def2-TZVPD) results for a cluster of 2 separate species, C4H4ClNOS in total in a non-equilibrium geometry.

Calculated values
E_HOMO, hartree: -0.323
Calculated total energy, a.u.: -1143.00515
SMILES: CC#[N+][S-].OC#CCl
M, g/mol: 149.60
Energy above the lowest of the compared OMol25 structures with the same formula, charge and spin, kcal/mol: 114.3
Gap between HOMO and LUMO, eV: 8.465

Element x y z (Å)
C (-0.150, 0.382, 1.902)
C (-0.339, 0.030, -0.774)
C (1.023, 0.328, 2.157)
C (0.451, -1.061, -1.174)
N (-0.944, 0.918, -1.323)
O (-1.419, 0.497, 1.725)
S (-1.843, 2.033, -1.829)
Cl (2.751, 0.231, 2.299)
H (-0.121, -1.994, -1.066)
H (0.760, -0.988, -2.124)
H (1.423, -1.154, -0.625)
H (-1.592, 0.778, 0.832)

Cartesian forces, eV/Å:
1.6602 0.1096 0.4753
-2.2550 3.9324 -2.2853
1.6510 -0.1711 -0.1350
1.4359 -2.7797 3.4844
2.7830 -4.2343 2.9167
-0.9094 -0.2078 1.0972
-1.7763 2.4175 -1.0717
-2.3178 0.0866 -0.1009
0.3054 0.1205 0.1465
0.7251 0.4782 -3.8860
-1.0437 -0.0103 0.1473
-0.2582 0.2584 -0.7886

---

Record 8
DFT (ωB97M-V/def2-TZVPD) results for the molecule C15H19N3OS in a non-equilibrium geometry.

Calculated values
E_HOMO, hartree: -0.334
Calculated total energy, a.u.: -1220.68944
SMILES: CC(C)CC(=O)Nc1nnc(CCc2ccccc2)s1
M, g/mol: 289.40
Energy above the lowest of the compared OMol25 structures with the same formula, charge and spin, kcal/mol: 29.7
Gap between HOMO and LUMO, eV: 9.471

Element x y z (Å)
C (4.648, -4.069, 0.906)
H (4.228, -4.539, 1.790)
H (5.037, -3.090, 1.179)
H (5.475, -4.679, 0.550)
C (3.584, -3.943, -0.181)
C (3.047, -5.314, -0.584)
H (3.857, -5.938, -0.955)
H (2.300, -5.220, -1.369)
H (2.597, -5.807, 0.272)
C (2.449, -3.004, 0.255)
C (1.670, -3.457, 1.460)
O (1.860, -4.461, 2.102)
N (0.633, -2.629, 1.861)
C (0.127, -1.450, 1.406)
N (-0.896, -0.907, 1.982)
N (-1.275, 0.237, 1.439)
C (-0.575, 0.625, 0.442)
C (-0.789, 1.874, -0.326)
H (-0.321, 2.704, 0.213)
H (-0.301, 1.794, -1.300)
C (-2.286, 2.174, -0.502)
C (-2.468, 3.486, -1.209)
C (-2.523, 3.542, -2.596)
C (-2.655, 4.755, -3.248)
C (-2.732, 5.930, -2.520)
C (-2.676, 5.884, -1.137)
C (-2.543, 4.670, -0.487)
H (-2.503, 4.638, 0.592)
H (-2.737, 6.798, -0.563)
H (-2.836, 6.877, -3.028)
H (-2.700, 4.784, -4.327)
H (-2.467, 2.627, -3.169)
H (-2.751, 2.199, 0.484)
H (-2.745, 1.367, -1.077)
S (0.732, -0.502, 0.050)
H (0.128, -2.977, 2.672)
H (1.745, -2.884, -0.574)
H (2.866, -2.017, 0.476)
H (4.045, -3.481, -1.064)

Cartesian forces, eV/Å:
-0.0716 0.0451 -0.1470
0.0260 -0.0368 0.0834
0.1002 0.0947 0.0676
0.1241 -0.0426 -0.0176
-0.1132 -0.0684 0.1842
0.0688 0.1556 -0.0169
0.0635 -0.0883 -0.0745
-0.0918 -0.0541 -0.1110
-0.0341 -0.0835 0.0264
0.4006 -0.2809 -0.2004
-0.2388 0.3729 -0.0579
0.1510 -0.2527 0.0513
-0.1977 -0.5246 0.6427
0.3261 0.8692 -1.0198
0.3475 -1.4822 0.8605
-0.7180 1.3271 -0.3870
0.8052 -0.5704 -0.3109
-0.2108 0.2225 -0.0197
0.0308 -0.0073 -0.1081
-0.0057 0.0894 0.0144
0.2235 0.0902 -0.0346
-0.0906 -0.0754 0.0285
-0.0027 0.0042 0.0333
0.0147 0.0250 -0.0987
-0.0090 0.0906 -0.0488
0.0156 0.0936 0.0320
-0.0069 -0.0284 -0.0220
-0.0083 -0.0100 0.1265
-0.0087 0.0707 0.0442
-0.0129 0.0724 -0.0382
-0.0091 0.0042 -0.0829
-0.0073 -0.1114 -0.0544
-0.0372 -0.0575 -0.0557
-0.0394 -0.0229 0.0670
-0.7624 0.0946 0.6765
0.1198 0.0062 -0.1281
-0.0148 0.0519 0.0209
-0.0497 0.0222 -0.0115
-0.0765 -0.0047 0.0865

---

Record 9
DFT (ωB97M-V/def2-TZVPD) results for the molecule C5H8O in a non-equilibrium geometry.

Calculated values
E_HOMO, hartree: -0.321
Calculated total energy, a.u.: -270.47811
SMILES: OC1CC=CC1
M, g/mol: 84.12
Energy above the lowest of the compared OMol25 structures with the same formula, charge and spin, kcal/mol: 50.1
Gap between HOMO and LUMO, eV: 9.464

Element x y z (Å)
O (-0.991, 1.802, -0.358)
C (-0.694, 0.686, 0.457)
C (-1.056, -0.703, -0.184)
C (0.293, -1.314, -0.514)
C (1.228, -0.369, -0.524)
C (0.833, 0.567, 0.601)
H (-0.403, 1.718, -1.121)
H (-1.254, 0.859, 1.390)
H (-1.569, -0.555, -1.146)
H (-1.713, -1.326, 0.430)
H (0.569, -2.346, -0.326)
H (1.417, 1.470, 0.529)
H (2.274, -0.508, -0.779)
H (1.066, 0.019, 1.544)

Cartesian forces, eV/Å:
-0.1803 -0.1267 -0.4885
0.1913 -0.2337 0.0498
-0.0067 -0.0418 0.1190
-0.1586 -0.1460 0.2519
0.5092 -0.7598 1.3333
0.0914 0.3518 -0.0633
-0.2106 0.2146 -0.0405
0.4430 -0.1290 -0.2868
-0.1188 0.0802 0.3521
0.1450 0.0972 0.0962
-0.4614 -0.4606 -1.4848
-0.3239 0.7778 0.5543
-0.0596 -0.2127 0.1249
0.1400 0.5886 -0.5174